1 | Molecular formula: H6O3
Method: DFT, ωB97M-V with the def2-TZVPD basis set

Each line ends with the Mulliken spin population.
Geometry (Å):
1 O -4.04 -0.51 -1.36  0.275
2 H -3.13 -0.34 -1.12  -0.111
3 H -4.46 -0.26 -0.50  -0.039
4 O 2.93 -0.62 -1.22  0.696
5 H 2.18 -0.22 -0.74  -0.237
6 H 3.77 -0.17 -1.09  -0.155
7 O 0.68 0.46 1.86  1.499
8 H 1.10 0.33 2.72  -0.455
9 H 0.97 1.32 1.46  -0.472

Values from the calculation:
net charge	-1
HOMO-LUMO gap (alpha / beta)	2.9 / 10.5	eV
HOMO (alpha / beta)	0.8779 / -6.7064	eV
2S+1	2
expectation value of S²	0.750

***

2 | Molecular formula: H6O3
Method: DFT, ωB97M-V with the def2-TZVPD basis set

Each line ends with the Mulliken spin population.
Geometry (Å):
1 O 2.22 -0.76 -1.11  0.945
2 H 1.91 -0.22 -1.84  -0.343
3 H 1.72 -1.57 -1.17  -0.266
4 O -0.03 0.01 0.40  1.028
5 H 0.67 0.57 0.08  -0.268
6 H 0.33 -0.88 0.37  -0.246
7 O -2.64 0.89 0.98  0.292
8 H -1.85 0.61 0.53  -0.104
9 H -2.33 1.35 1.76  -0.037

Values from the calculation:
net charge	-1
HOMO-LUMO gap (alpha / beta)	3.5 / 10.9	eV
HOMO (alpha / beta)	0.8062 / -6.7001	eV
2S+1	2
expectation value of S²	0.750

***

Which one is the most stable? From the structures above, 2.